{"formula": "C24H96N48O24", "method": "ωB97M-V/def2-TZVPD", "energy_ha": -5407.369659, "gap_ha": 0.360, "e_lumo_ev": 0.394, "elements": ["O", "O", "O", "O", "O", "O", "O", "O", "O", "O", "O", "O", "O", "O", "O", "O", "O", "O", "O", "O", "O", "O", "O", "O", "N", "N", "N", "N", "N", "N", "N", "N", "N", "N", "N", "N", "N", "N", "N", "N", "N", "N", "N", "N", "N", "N", "N", "N", "N", "N", "N", "N", "N", "N", "N", "N", "N", "N", "N", "N", "N", "N", "N", "N", "N", "N", "N", "N", "N", "N", "N", "N", "C", "C", "C", "C", "C", "C", "C", "C", "C", "C", "C", "C", "C", "C", "C", "C", "C", "C", "C", "C", "C", "C", "C", "C", "H", "H", "H", "H", "H", "H", "H", "H", "H", "H", "H", "H", "H", "H", "H", "H", "H", "H", "H", "H", "H", "H", "H", "H", "H", "H", "H", "H", "H", "H", "H", "H", "H", "H", "H", "H", "H", "H", "H", "H", "H", "H", "H", "H", "H", "H", "H", "H", "H", "H", "H", "H", "H", "H", "H", "H", "H", "H", "H", "H", "H", "H", "H", "H", "H", "H", "H", "H", "H", "H", "H", "H", "H", "H", "H", "H", "H", "H", "H", "H", "H", "H", "H", "H", "H", "H", "H", "H", "H", "H", "H", "H", "H", "H", "H", "H"], "xyz": [[3.987, -1.104, -2.735], [5.325, -3.994, -0.665], [4.457, 0.446, 1.251], [0.251, -3.307, -2.765], [2.970, -4.973, 1.915], [1.105, -6.253, 4.731], [-1.857, -5.751, 1.084], [-3.755, 1.733, 2.952], [-5.906, 0.037, -5.104], [2.742, 3.018, 4.147], [-1.981, 6.891, -1.914], [-4.922, -2.444, -0.906], [-1.081, 5.560, 4.579], [3.154, -1.549, 5.217], [-3.220, 0.900, -0.425], [-0.525, -1.867, 1.221], [-0.827, -1.849, 4.833], [4.613, 5.242, -4.052], [-3.451, -6.191, 4.848], [2.940, 1.903, -5.444], [-4.983, 4.354, -4.437], [0.206, 6.439, -4.525], [1.362, 3.442, -1.177], [-1.652, 1.157, -3.467], [-1.561, -0.592, -2.044], [0.371, 5.453, -0.881], [-4.765, -1.278, -3.521], [-0.895, -5.128, 4.880], [4.162, -2.684, 0.872], [4.384, -0.797, -4.925], [-1.731, -0.395, 3.251], [4.481, -6.185, 0.793], [0.116, 8.671, -4.139], [-4.966, 2.284, 0.021], [3.557, 1.080, -0.692], [3.957, -3.590, 4.454], [1.792, -3.323, 5.139], [1.275, 2.258, -3.925], [3.322, 2.465, 1.142], [-2.860, -0.879, 5.175], [-0.225, -7.142, 1.723], [1.964, 1.480, 5.702], [-2.670, 6.064, -3.887], [-5.341, -5.032, 4.474], [3.235, -7.140, 2.551], [0.553, -5.192, -1.537], [-0.888, 3.785, -1.849], [-3.354, -2.280, 0.790], [-1.730, 2.538, 2.370], [0.730, 5.327, 3.117], [-3.766, -5.103, 2.865], [3.815, 1.029, 4.309], [3.996, 3.776, -2.479], [5.657, 3.173, -4.103], [5.487, -2.520, -3.699], [1.392, -1.097, 2.390], [-6.512, 2.867, -5.271], [-4.044, 5.945, -2.040], [5.977, -1.818, -0.352], [-3.200, -3.845, -0.952], [-0.854, -7.490, 4.799], [0.166, -4.796, 1.741], [-0.162, -0.528, -3.884], [1.060, -0.585, 0.134], [2.157, 7.298, -4.028], [0.985, 4.932, 5.344], [-3.996, 2.111, -2.147], [2.294, -3.593, -1.830], [-2.898, 3.497, 4.097], [-4.189, 2.512, -5.517], [-6.742, 0.011, -2.998], [1.877, 3.944, -5.398], [-2.828, 2.545, 3.147], [-4.062, 1.715, -0.832], [-2.863, 6.351, -2.576], [0.562, -1.264, 1.214], [4.698, 4.097, -3.604], [1.038, -4.077, -2.106], [2.119, 2.671, -4.933], [0.799, 7.484, -4.222], [-5.213, 3.282, -5.002], [4.572, -1.443, -3.777], [-0.134, -6.241, 4.815], [3.809, 1.289, 0.610], [-3.877, -2.800, -0.366], [3.545, -6.071, 1.745], [-4.140, -5.490, 4.098], [0.303, 4.127, -1.267], [-1.173, 0.048, -3.143], [0.117, 5.333, 4.380], [-0.694, -5.837, 1.534], [-1.712, -1.088, 4.423], [2.787, 1.893, 4.630], [2.964, -2.746, 4.887], [-5.799, -0.476, -3.975], [5.111, -2.897, -0.098], [0.179, -1.392, -3.510], [5.253, 2.249, -4.326], [2.746, 8.023, -3.661], [-1.949, 1.972, 1.505], [-0.006, -0.382, -4.897], [-0.442, -4.271, 4.739], [1.853, 0.001, 0.367], [3.118, 4.256, -2.354], [-3.476, 5.734, -4.423], [-0.272, -8.117, 5.394], [2.478, -2.618, -2.038], [-2.518, -4.472, -0.448], [-1.844, -5.096, 5.159], [0.418, 2.760, -3.674], [0.715, -0.830, -0.779], [-4.224, -1.714, -4.242], [-1.390, -1.593, -1.898], [2.658, 3.031, 0.600], [4.763, -3.031, 4.209], [4.061, 2.827, -2.155], [0.572, 5.072, 6.223], [-4.730, 2.044, 1.020], [-6.666, 1.862, -5.282], [-3.607, -1.298, 0.971], [-6.671, -0.489, -2.135], [0.393, -7.205, 2.517], [2.683, -6.899, 3.347], [-7.192, 3.419, -4.739], [-2.496, 0.219, 3.216], [-2.357, -2.359, 0.838], [2.158, -0.495, 2.221], [6.260, 3.452, -4.792], [3.761, -4.451, 3.923], [-2.151, -0.110, -1.361], [-0.149, -3.867, 1.830], [-3.229, 2.741, -5.245], [1.396, 1.345, -3.441], [3.701, -3.513, 1.260], [-4.796, 2.459, -2.672], [5.432, -2.934, -2.800], [-2.865, -1.198, 6.164], [-7.688, 0.070, -3.452], [1.905, 0.467, 5.862], [0.135, 5.622, 2.338], [1.044, -5.628, -0.727], [-0.405, 6.080, -1.061], [-3.846, 3.655, 4.516], [-5.246, 3.250, -0.072], [-1.685, 5.979, -4.215], [1.274, 4.568, -4.964], [1.082, 1.876, 5.593], [2.558, 6.522, -4.514], [-0.993, -7.767, 1.785], [-4.504, 1.602, -5.733], [-1.698, 4.303, -1.742], [4.391, 1.221, 3.519], [-6.030, -4.628, 3.953], [1.753, 4.312, 5.094], [3.781, -7.972, 2.542], [2.777, 1.664, -1.099], [1.113, -4.935, 2.101], [1.726, 5.313, 3.011], [2.733, 4.384, -5.704], [3.751, 0.043, -5.067], [-4.353, 6.457, -1.251], [-4.850, -1.553, -2.569], [-0.194, -5.777, -1.862], [-1.114, 3.305, 2.271], [1.275, 5.892, -0.721], [4.829, -5.312, 0.366], [-2.946, -5.385, 2.308], [-1.852, -7.430, 4.893], [-0.791, 8.552, -3.652], [-4.402, -4.368, 2.568], [5.102, -6.962, 0.825], [4.878, -1.231, -5.745], [1.555, -4.293, 4.995], [0.990, -1.229, 3.317], [-2.266, 4.307, 4.129], [-1.225, -0.749, 2.433], [0.498, 9.533, -3.828], [5.963, -2.883, -4.493], [-3.250, 1.712, -2.654], [3.168, -4.073, -1.570], [3.822, 0.166, -1.083], [-1.044, 2.813, -2.109], [6.200, -1.748, -1.347], [3.320, 2.560, 2.142], [-4.802, 5.595, -2.659], [3.681, 0.048, 4.582], [-5.563, -5.149, 5.446], [-3.563, -4.232, -1.822], [1.031, -2.664, 5.414], [5.521, -0.975, -0.013], [-3.422, -0.031, 5.062], [4.009, -1.757, 1.251]]}

***

{"formula": "C24H9BF9N4O5", "method": "ωB97M-V/def2-TZVPD", "charge": -1, "energy_ha": -2438.642805, "gap_ha": 0.206, "e_lumo_ev": -0.228, "elements": ["F", "F", "F", "F", "F", "F", "F", "F", "F", "O", "O", "O", "O", "O", "N", "N", "N", "N", "C", "C", "C", "C", "C", "C", "C", "C", "C", "C", "C", "C", "C", "C", "C", "C", "C", "C", "C", "C", "C", "C", "C", "C", "B", "H", "H", "H", "H", "H", "H", "H", "H", "H"], "xyz": [[-2.174, -2.209, -2.536], [-3.316, 0.692, -1.688], [2.977, -4.611, -2.505], [0.481, -2.499, 0.936], [-5.574, -3.450, 0.510], [1.458, 1.005, -1.574], [-1.054, 3.702, -4.557], [0.098, -1.026, -3.580], [-2.098, -0.558, 1.930], [3.920, 4.777, 3.425], [-1.530, 1.968, 2.706], [5.351, 3.117, 3.453], [3.623, -0.806, 3.589], [-0.780, 3.993, 3.067], [-0.600, 2.792, 2.756], [4.105, 0.483, 3.714], [2.479, -0.907, 2.763], [4.195, 3.560, 3.329], [1.827, -3.497, -0.733], [0.340, -1.605, -1.262], [0.672, -1.796, -2.605], [1.820, 3.188, 2.817], [0.925, 0.965, 2.201], [2.176, 0.406, 2.510], [-2.124, 1.213, -2.126], [0.913, -2.511, -0.371], [0.237, 1.388, -2.081], [0.742, 2.325, 2.503], [-2.676, -2.163, -1.264], [-0.908, 0.722, -1.636], [-1.008, 2.753, -3.561], [3.090, 2.673, 3.038], [-2.047, -1.346, -0.321], [-2.199, 2.202, -3.103], [2.105, -3.630, -2.090], [1.527, -2.800, -3.051], [-2.660, -1.307, 0.929], [3.232, 1.226, 3.010], [-3.841, -1.982, 1.242], [-4.401, -2.778, 0.244], [0.235, 2.379, -3.052], [-3.831, -2.894, -1.022], [-0.710, -0.542, -0.674], [-3.170, 2.517, -3.473], [1.719, -2.909, -4.114], [-0.204, -0.053, 0.351], [1.648, 4.253, 2.933], [-4.281, -1.880, 2.233], [2.269, -4.142, 0.027], [0.113, 0.288, 1.955], [-4.258, -3.517, -1.806], [1.167, 2.827, -3.384]]}